Record 1
A molecular structure, C22H42Cl3N2O3SSiTb at a distorted geometry, computed with wB97M-V/def2-TZVPD.

```
75
Properties=species:S:1:pos:R:3:mulliken_spin:R:1
C -2.07664 4.31823 1.27756 0.00
C -2.76314 3.29747 0.42908 0.00
H -2.51765 5.31362 1.17399 0.00
H -1.00629 4.39097 1.03784 0.00
H -2.16790 3.99393 2.32076 0.00
C -3.60171 3.59791 -0.58449 0.00
C -3.99388 4.98157 -0.95665 0.00
H -4.08823 2.80848 -1.16550 0.00
H -3.22225 5.72357 -0.72489 0.00
H -4.92771 5.27544 -0.45893 0.00
H -4.19655 5.00705 -2.03114 0.00
Tb 0.80887 0.58479 0.42527 5.84
Cl 0.69716 -0.24531 2.87269 0.00
Cl 2.95990 1.54890 -0.80166 0.00
C -1.40641 -2.08112 0.18976 0.01
O -0.33806 -1.47130 -0.06069 0.05
N -2.12435 -2.79706 -0.68956 0.00
C -1.76179 -2.92855 -2.09589 0.00
C -3.34980 -3.47233 -0.26639 0.00
H -1.85766 -2.07959 1.20102 0.00
H -0.82585 -2.41528 -2.31353 0.00
H -2.56266 -2.51232 -2.72026 0.00
H -1.68263 -3.99284 -2.34500 0.00
H -3.61737 -3.12827 0.73792 0.00
H -3.19300 -4.55967 -0.25675 0.00
H -4.16141 -3.23491 -0.96481 0.00
H -0.57609 3.32080 -1.21863 0.00
H -2.45697 2.67193 -3.41698 0.00
C 0.07839 3.11320 -2.07986 -0.01
C -1.48507 2.47457 -3.90080 0.00
N -0.49307 2.05488 -2.90963 0.00
H 1.06851 2.81320 -1.71053 0.01
C -0.06094 0.77732 -2.86629 0.00
O 0.56585 0.27664 -1.91452 0.03
H -1.61425 1.66598 -4.63199 0.00
H -0.36617 0.16113 -3.72947 0.00
H 0.17672 4.03039 -2.67542 0.00
H -1.14743 3.39173 -4.40424 0.00
O -1.02993 1.72874 0.51289 0.09
C -2.37948 1.86430 0.75087 0.00
C -3.09216 0.64385 -1.33923 0.00
C -3.26454 0.85075 0.02829 0.00
H -2.21087 1.09091 -1.80528 0.00
C -4.02659 -0.09398 -2.06730 0.00
H -2.53720 1.68769 1.82565 0.00
C -4.31247 0.21601 0.68778 0.00
H -3.86119 -0.26477 -3.13283 0.00
C -5.14905 -0.61954 -1.43348 0.00
C -5.26092 -0.49074 -0.04399 0.00
H -4.37169 0.27959 1.78186 0.00
H -5.90469 -1.16599 -1.99831 0.00
H -6.09589 -0.95731 0.47191 0.00
Si 3.63645 3.34851 2.42164 0.00
Cl 1.57513 3.20735 1.72204 -0.01
C 4.84427 3.42064 1.01346 0.00
C 3.81066 1.84095 3.50969 0.00
C 4.03083 4.95272 3.31616 0.00
H 4.39603 3.05188 0.07815 0.00
H 5.69815 2.77247 1.25741 0.00
H 5.20761 4.44517 0.84900 0.00
H 4.09160 5.78479 2.59904 0.00
H 5.01939 4.84761 3.78183 0.00
H 3.30908 5.21448 4.09473 0.00
H 3.21989 0.98030 3.13911 0.00
H 3.46054 2.05717 4.53300 0.00
H 4.87576 1.55886 3.54305 0.00
C 2.68593 -2.67719 1.25368 0.00
S 3.10051 -1.55067 -0.06564 -0.01
C 2.47917 -2.49335 -1.47265 0.00
H 2.01111 -2.16076 1.94863 0.00
H 3.62891 -2.89959 1.75862 0.00
H 2.23225 -3.59270 0.87663 0.00
H 3.35931 -2.84086 -2.02738 0.00
H 1.87073 -3.34213 -1.14558 0.00
H 1.88785 -1.80972 -2.09328 0.00
```

Results
DFT total energy in eV: -111340.9317
Expectation value of S²: 12.68
Spin multiplicity: 7
Highest occupied orbital energy (spin up / spin down) in Eh: -0.304 / -0.301

Record 2
A molecular structure, C37H44AuN5Se at a distorted geometry, computed with wB97M-V/def2-TZVPD.

```
88
Properties=species:S:1:pos:R:3:mulliken_charge:R:1
Au 0.01687 0.18487 0.07707 1.67
C -5.67933 2.49057 -0.53493 -0.89
C -5.33083 1.15567 -1.20173 -1.24
C -4.16063 0.51787 -0.53163 0.95
C -4.16023 -0.45773 0.44757 1.06
C -5.33473 -1.14203 1.06257 -1.27
C -5.77693 -0.44493 2.35287 -1.03
C -2.80343 -0.66473 0.80677 0.08
C -2.38003 -1.52073 1.82317 -0.81
C -1.07683 -1.71093 2.19427 -0.16
C -0.64633 -2.61663 3.23457 1.00
C -1.56753 -3.42533 4.08607 -1.26
C -2.00633 -4.70923 3.37897 -1.09
C 0.71327 -2.58733 3.24157 1.15
C 1.12107 -1.65553 2.21407 -0.08
C 2.41947 -1.39243 1.88087 -0.69
C 2.84097 -0.51453 0.87587 -0.03
N 2.01497 0.25507 0.10677 -0.59
C 2.83267 1.00607 -0.69563 0.03
C 2.40527 1.95617 -1.61713 -0.84
C 1.09787 2.22707 -1.90483 -0.01
N 0.01227 1.59397 -1.35893 -0.85
C -1.09463 2.17117 -1.93183 -0.01
C -2.39023 1.82797 -1.67823 -0.89
C -2.80643 0.86337 -0.75743 0.26
N -1.98413 0.13987 0.05857 -0.74
C -0.68903 3.19907 -2.85953 0.95
C 0.66957 3.23937 -2.83543 0.98
C 1.58527 4.11817 -3.62133 -1.32
C 2.02217 3.44647 -4.92603 -1.08
C -1.62253 4.08327 -3.61473 -1.29
C -2.14483 5.20867 -2.71593 -1.10
C 4.19157 0.70057 -0.44363 0.97
C 4.19807 -0.26643 0.54367 0.96
C 5.38007 -0.95903 1.13377 -1.23
C 5.58877 -2.33513 0.49177 -1.02
C 5.35507 1.30427 -1.15673 -1.26
C 5.60557 0.61777 -2.50203 -0.98
N 0.01147 -1.10653 1.61707 -0.44
C 1.65287 -3.37183 4.09287 -1.29
C 2.16777 -4.61293 3.36197 -0.91
H -6.55043 2.93787 -1.00833 0.39
H -5.89833 2.34247 0.52047 0.21
H -4.84753 3.18877 -0.60833 0.18
H -6.19113 0.48767 -1.14003 0.35
H -5.11453 1.32067 -2.26013 0.43
H -6.16693 -1.14193 0.35427 0.39
H -5.08553 -2.18393 1.27957 0.43
H -6.11173 0.56877 2.14467 0.25
H -6.59833 -0.99053 2.81167 0.38
H -4.95233 -0.39023 3.06057 0.29
H -3.14083 -2.07323 2.34857 0.41
H -1.05823 -3.68793 5.01567 0.41
H -2.44563 -2.82763 4.34417 0.44
H -1.14143 -5.32593 3.15357 0.22
H -2.68903 -5.27453 4.01067 0.44
H -2.50143 -4.47883 2.43937 0.28
H 3.19227 -1.90513 2.42917 0.35
H 3.16657 2.51497 -2.13463 0.27
H -3.16603 2.33857 -2.22323 0.34
H 1.07247 5.05367 -3.85203 0.41
H 2.46727 4.35897 -3.02533 0.45
H 1.15397 3.19847 -5.53273 0.32
H 2.66797 4.11067 -5.49693 0.39
H 2.56607 2.52827 -4.71773 0.25
H -1.09893 4.52137 -4.46583 0.42
H -2.46053 3.50237 -4.00563 0.45
H -1.32023 5.82797 -2.36783 0.32
H -2.84473 5.83407 -3.26583 0.38
H -2.64913 4.80517 -1.84053 0.26
H 6.27317 -0.35233 0.96547 0.31
H 5.24897 -1.07133 2.21367 0.43
H 5.82207 -2.22263 -0.56573 0.25
H 6.41077 -2.86093 0.97467 0.39
H 4.68587 -2.93683 0.57887 0.27
H 5.17947 2.37037 -1.32343 0.42
H 6.24847 1.20827 -0.53723 0.39
H 4.74767 0.74167 -3.15983 0.23
H 6.48207 1.04397 -2.98673 0.39
H 5.77087 -0.44753 -2.35453 0.23
H 2.49597 -2.74093 4.38547 0.44
H 1.13167 -3.68473 5.00017 0.37
H 2.69837 -4.33433 2.45527 0.15
H 2.84117 -5.17343 4.00637 0.43
H 1.33777 -5.25223 3.07607 0.21
Se 0.09097 -2.40123 -1.49653 -0.37
C 0.03477 -3.55933 -0.13833 0.20
N -0.00203 -4.30043 0.74427 -0.52
```

Results
DFT total energy in eV: -115573.4525
Highest occupied orbital energy in Eh: -0.240

Record 3
H4N2O2S3 in the gas phase at a distorted geometry, computed with wB97M-V/def2-TZVPD.

```
11
Properties=species:S:1:pos:R:3:mulliken_charge:R:1
N -1.85387 -2.59351 1.04928 -0.45
N 0.10613 -0.81546 0.41447 -0.36
O 2.20805 2.69378 -1.46719 -0.40
O -0.11808 3.17920 -0.74319 -0.44
S -0.26049 -2.55804 0.62582 0.07
S 0.72733 0.00051 -1.03065 -0.12
S 0.62644 2.41686 -1.70600 0.58
H -2.53096 -2.45310 0.31536 0.25
H -2.10961 -2.15399 1.92385 0.25
H 2.47766 2.84265 -0.55335 0.35
H 0.72739 -0.55889 1.17162 0.28
```

Results
DFT total energy in eV: -39643.0467
Highest occupied orbital energy (spin up / spin down) in Eh: -0.304 / -0.304

Record 4
A molecular structure, C40H47FeN3OP4 at a distorted geometry, computed with wB97M-V/def2-TZVPD.

```
96
Properties=species:S:1:pos:R:3:mulliken_spin:R:1
Fe -0.29675 -0.79004 -0.59300 3.47
C -1.62711 2.17077 -2.28115 0.00
P -1.59932 0.35825 -2.46209 0.05
C -1.58438 -0.04928 -4.24838 0.01
C -3.27981 -0.12328 -2.06004 0.01
C -4.40195 0.54846 -2.52378 -0.01
C -5.70382 0.22830 -2.20479 0.00
C -5.93034 -0.92363 -1.43925 0.00
C -4.82437 -1.72614 -1.05789 0.01
C -3.51125 -1.38978 -1.42191 0.03
P -2.13748 -2.45838 -0.88196 0.06
C -2.88901 -3.30062 0.55910 -0.01
C -1.96557 -3.70364 -2.21930 0.01
H -2.16250 2.72411 -3.03535 0.00
H -0.57298 2.47810 -2.27953 0.00
H -2.01452 2.44661 -1.28468 0.00
H -2.41866 0.35775 -4.81270 0.00
H -1.52684 -1.12183 -4.37653 0.00
H -0.71748 0.37318 -4.75701 0.00
H -4.34286 1.51877 -3.06530 0.00
H -6.54648 0.83167 -2.55569 0.00
H -6.95664 -1.14790 -1.17757 0.00
H -5.06790 -2.50353 -0.35205 0.00
H -3.79794 -3.89656 0.43905 0.00
H -3.06319 -2.46420 1.24952 0.00
H -2.16411 -3.88775 1.06885 0.00
H -2.85173 -4.37194 -2.18372 0.00
H -1.11589 -4.32382 -2.05960 0.00
H -1.89546 -3.22439 -3.16340 0.00
C 1.48619 0.96359 3.17587 0.00
N 0.80101 0.55142 1.96762 -0.03
P 0.49612 -1.09304 1.75169 0.07
C -0.26518 -1.68150 3.31930 0.00
C -1.62026 -1.25276 3.41987 0.01
C -2.33820 -1.47992 4.54514 0.00
C -1.78039 -2.18849 5.59241 0.00
C -0.50182 -2.73867 5.46216 0.00
C 0.27851 -2.42087 4.32561 0.00
C 2.07555 -1.98677 1.39676 0.00
C 1.98630 -2.71488 0.02195 -0.01
C 3.26736 -2.84384 -0.75028 0.02
C 4.56158 -2.70983 0.03241 0.00
C 4.59065 -2.25707 1.28534 0.00
C 3.31570 -1.76044 1.89305 0.00
P 0.02462 1.52875 0.78789 0.14
C 1.10070 2.88161 0.24764 0.04
C 0.65484 4.24711 0.26482 0.00
C 1.52815 5.25078 -0.10160 0.00
C 2.80328 4.95649 -0.51677 0.00
C 3.18027 3.63265 -0.78906 0.00
C 2.37104 2.60199 -0.29970 0.01
C -1.28654 2.21886 1.83606 0.01
C -0.94917 3.00543 2.95539 0.00
C -1.96850 3.35233 3.89532 0.00
C -3.26775 2.91406 3.67701 0.00
C -3.61126 2.14239 2.55743 0.01
C -2.61770 1.79904 1.64627 -0.01
H 0.82738 1.24866 3.99024 0.00
H 2.25836 1.71178 3.00203 0.00
H 2.02742 0.08027 3.51714 0.00
H -2.05350 -0.65998 2.58506 0.02
H -3.33520 -1.09306 4.65308 0.00
H -2.40581 -2.45677 6.43558 0.00
H -0.09712 -3.39809 6.21067 0.00
H 1.27677 -2.74059 4.32395 0.00
H 1.43662 -3.64667 0.14214 -0.01
H 3.20616 -3.78072 -1.33169 0.00
H 5.56178 -2.92460 -0.39864 0.00
H 5.51358 -2.19349 1.83832 0.00
H 3.40523 -1.16452 2.77604 0.00
H -0.39015 4.36600 0.60556 0.00
H 1.30202 6.33062 0.05098 0.00
H 3.52631 5.71446 -0.72298 0.00
H 4.21456 3.48740 -1.04565 0.00
H 2.68461 1.57659 -0.40725 -0.01
H -0.00139 3.24108 3.18504 0.00
H -1.72714 3.88363 4.80594 0.00
H -4.05081 3.14724 4.38452 0.00
H -4.65413 1.84095 2.35095 0.00
H -2.70503 1.08462 0.78732 0.01
N 1.44464 -1.70154 -0.97984 0.09
C 2.69965 -1.62527 -1.49605 -0.01
N 3.21478 -0.80840 -2.39477 0.02
C 2.32642 0.03300 -3.24445 -0.03
C 3.05234 1.22400 -3.89595 0.00
O 4.25062 0.81581 -4.49869 0.00
C 5.11768 0.34644 -3.48303 0.00
C 4.57301 -1.02663 -2.94588 0.00
H 1.38799 0.27944 -2.75332 0.04
H 2.00153 -0.54425 -4.11824 0.00
H 3.20843 2.04346 -3.16801 0.00
H 2.43409 1.57710 -4.71191 0.00
H 5.17271 1.01868 -2.61245 0.00
H 6.09981 0.29597 -3.96873 0.00
H 5.28676 -1.31228 -2.19379 0.00
H 4.56022 -1.81799 -3.69272 0.00
```

Results
DFT total energy in eV: -120289.0088
Expectation value of S²: 6.02
Spin multiplicity: 5
Highest occupied orbital energy (spin up / spin down) in Eh: -0.464 / -0.498
Total charge: +2

Record 5
2 unconnected molecules or ions with the total composition C6H5N3O2 at a distorted geometry, computed with wB97M-V/def2-TZVPD.

```
16
Properties=species:S:1:pos:R:3:mulliken_charge:R:1
C -0.86983 -0.82527 -1.44624 0.16
C 0.78556 0.38050 -0.46689 0.60
C 1.86103 1.26840 -0.16674 -0.60
C 1.89546 1.68554 1.14112 -0.08
C 0.15449 0.47442 1.88979 -0.43
C -0.00961 -0.08233 0.65421 0.21
H -3.41235 -0.62431 -0.47206 0.19
H 1.06292 -0.08173 -2.46079 0.37
H 2.46293 1.89348 -0.79001 0.33
H 2.84255 2.25330 1.22664 0.28
H -0.46767 0.11875 2.74436 0.36
N -0.76886 -1.11652 0.05078 0.26
N 0.23930 -0.03210 -1.65005 -0.16
N 1.01226 1.51342 2.13507 -0.58
O -1.94035 -1.59992 0.58748 -0.44
O -1.65588 -1.34017 -2.29126 -0.50
```

Results
DFT total energy in eV: -14860.8851
Highest occupied orbital energy in Eh: -0.326

Record 6
10 unconnected molecules or ions with the total composition C23H42F3N6O5S2 at a distorted geometry, computed with wB97M-V/def2-TZVPD.

```
81
Properties=species:S:1:pos:R:3:mulliken_charge:R:1
C 0.05573 1.60698 0.42243 -0.08
O 0.89761 0.44120 0.50094 -0.02
O 0.12721 2.21410 -0.76604 -0.34
C -1.43157 1.50542 1.08580 0.36
F -1.97249 2.70646 1.35817 -0.30
F -2.26590 0.81253 0.29818 -0.09
F -1.32168 0.76216 2.17462 -0.28
C 0.41134 -0.84102 0.17706 0.60
C 1.61718 -1.78515 0.41227 -0.95
H 2.12312 -1.26859 1.22793 0.15
H 1.06104 -2.64263 0.79112 0.19
H 2.20079 -1.93037 -0.49679 0.28
H 0.03659 -0.98176 -0.83678 0.10
H -0.43919 -1.11456 0.80145 -0.33
H 0.50521 2.33110 1.10193 -0.09
C 2.02833 -0.30173 4.52365 -0.49
C 3.30901 -0.82446 4.07768 0.40
N 4.29668 -1.24836 3.64894 -0.50
H 2.26575 0.54168 5.17202 0.34
H 1.44150 -1.09333 4.98960 0.26
H 1.42262 0.04627 3.68692 0.03
C 2.64927 -4.30705 3.72643 -0.27
C 2.48859 -5.73163 3.33063 0.18
N 2.32284 -6.83287 2.97237 -0.44
H 2.40194 -3.63081 2.90813 -0.12
H 3.60914 -4.00835 4.14776 0.39
H 1.84977 -4.03633 4.41608 0.26
C 3.77218 1.97598 -0.40312 -0.12
C 4.47949 3.05406 -1.01530 0.07
N 5.05188 3.87907 -1.59462 -0.52
H 3.20234 2.32231 0.45911 0.14
H 4.66172 1.45028 -0.05608 0.38
H 3.07253 1.56268 -1.12960 0.07
C 1.07111 5.59208 0.61783 -0.20
C 1.50001 5.50852 2.07291 0.30
N 1.91606 5.47566 3.15333 -0.47
H 0.34255 4.80893 0.40816 -0.20
H 1.89943 5.32962 -0.04028 0.18
H 0.72721 6.54028 0.20461 0.40
C -2.12347 4.63390 -1.52057 0.18
C -2.93590 5.82121 -1.85742 0.13
N -3.51131 6.83034 -2.10775 -0.47
H -1.10337 4.63734 -1.90461 -0.04
H -2.63419 3.72198 -1.82984 0.06
H -2.01082 4.50882 -0.44364 0.08
C 2.22990 -5.25231 -1.12271 -0.38
C 3.26183 -5.70975 -2.05078 0.19
N 4.05957 -6.15720 -2.74333 -0.38
H 2.74511 -5.04505 -0.18479 0.11
H 1.38786 -5.90588 -0.89490 0.36
H 1.91450 -4.26610 -1.46331 0.10
C -0.38461 0.79326 -3.90479 -0.76
S 1.32834 1.51075 -4.01251 0.53
O 1.89350 1.12106 -5.38403 -0.71
C 0.89492 3.28711 -4.17755 -0.54
H -0.25648 -0.24115 -3.58592 0.25
H -0.83512 0.77745 -4.89721 0.51
H -0.95402 1.35566 -3.16481 0.03
H 0.53707 3.54615 -3.18109 -0.18
H 0.10528 3.38528 -4.92249 0.34
H 1.76227 3.89574 -4.43322 0.39
C -1.93049 -4.21108 2.57531 -1.05
S -2.49798 -3.24383 1.08536 0.59
O -3.55154 -4.00458 0.23780 -0.65
C -3.32878 -1.93091 2.04649 -0.65
H -2.80648 -4.56492 3.11894 0.40
H -1.26900 -3.58610 3.17525 0.27
H -1.38431 -5.08338 2.21632 0.37
H -2.57428 -1.42101 2.64550 0.17
H -4.05683 -2.15479 2.82618 0.50
H -3.69328 -1.25796 1.27036 0.05
C -3.53265 -1.47422 -1.85080 -0.09
C -4.43180 -0.47301 -2.54961 0.47
O -4.93496 -0.71840 -3.61219 -0.59
C -4.69499 0.86998 -1.88519 -0.46
H -3.13033 -1.16783 -0.88522 -0.49
H -2.73790 -1.85427 -2.49270 0.27
H -4.14833 -2.32182 -1.54980 0.39
H -5.14505 0.71763 -0.90420 0.31
H -5.21855 1.53184 -2.57506 0.35
H -3.69056 1.21161 -1.63517 -0.24
```

Results
DFT total energy in eV: -73529.9016
Highest occupied orbital energy in Eh: -0.204
Total charge: -1